A 2-piece molecular cluster, C2H9N2OP overall in a non-equilibrium geometry. Source: OMol25; level of theory: ωB97M-V with the def2-TZVPD basis set.

Output
SMILES string: NP=O.CCN
Frontier orbital gap, eV: 9.56
Max |F|, eV/A: 3.7
E, eV: -16536.466
ΔE to the lowest compared entry with this formula, charge and spin, eV: 0.887
HOMO, eV: -9.300
LUMO, Eh: 0.0097

```
15
C2H9N2OP | OMol25 | ωB97M-V with the def2-TZVPD basis set
C -3.182 0.618 0.860
C -2.200 0.230 -0.312
N 4.515 -1.072 -1.351
N -0.795 0.278 0.070
O 4.676 -0.108 0.968
P 3.693 -0.227 -0.137
H -4.178 0.490 0.636
H -3.023 0.061 1.721
H -3.091 1.615 1.125
H -2.386 -0.762 -0.590
H -2.418 1.032 -1.131
H 4.249 -1.388 -2.272
H 5.206 -1.706 -0.969
H -0.586 -0.273 0.898
H -0.481 1.210 0.481
```

***

A 2-piece molecular cluster, C7H9I2N2O overall in a non-equilibrium geometry. Source: OMol25; level of theory: ωB97M-V with the def2-TZVPD basis set.

Output
Charge: -1
Frontier orbital gap, eV: 4.89
Max |F|, eV/A: 12.5
E, eV: -28627.799
HOMO, eV: -3.098
LUMO, Eh: 0.0660

```
21
C7H9I2N2O | OMol25 | ωB97M-V with the def2-TZVPD basis set
C -1.817 -1.719 0.825
C -1.283 -1.397 -0.694
I -1.323 -3.360 -1.756
C 0.272 -0.887 -0.790
I 0.843 -1.139 -2.932
C 0.514 0.689 -0.410
C 2.163 0.970 -0.443
N 3.471 0.972 -0.286
C 0.018 1.130 1.089
C 0.869 0.414 2.320
N 1.587 -0.063 3.311
H -2.632 -2.578 0.714
H -0.933 -2.182 1.476
H -2.356 -0.819 1.354
H -2.056 -0.711 -1.260
H 0.998 -1.580 -0.189
H 0.048 1.418 -1.198
H 0.231 2.298 1.182
H -1.155 1.021 1.255
O 0.814 3.651 -1.761
H 1.726 3.872 -1.806
```

***

C14H21NPV as an isolated structure in a non-equilibrium geometry. Source: OMol25; level of theory: ωB97M-V with the def2-TZVPD basis set.

Output
Charge: -1
Frontier orbital gap (alpha / beta), eV: 3.04 / 6.81
Multiplicity: 4
Max |F|, eV/A: 2.5
E, eV: -51316.837
ΔE to the lowest compared entry with this formula, charge and spin, eV: 0.000
HOMO (alpha / beta), eV: -0.154 / -3.976
LUMO (alpha / beta), Eh: 0.1061 / 0.1042

```
38
C14H21NPV | OMol25 | ωB97M-V with the def2-TZVPD basis set
C 1.051 0.019 -3.125
C -0.051 0.271 -3.989
C -1.222 -0.517 -3.887
C -1.227 -1.601 -2.991
C -0.258 -1.681 -1.969
V -0.227 0.140 -1.851
P -1.314 2.223 -1.208
H 2.056 0.384 -3.280
H 0.006 1.062 -4.739
H -2.091 -0.278 -4.502
H -0.192 -2.502 -1.262
H -2.025 -2.341 -3.051
H -2.660 2.197 -0.703
H -1.461 3.173 -2.266
H -0.656 3.054 -0.234
C -0.545 1.161 2.800
N -0.880 -0.266 2.561
C -2.277 -0.555 2.989
C -0.606 -0.695 1.118
C 0.853 -0.533 0.806
C 1.808 -0.998 1.719
C 3.164 -0.770 1.474
C 3.570 -0.031 0.359
C 2.617 0.457 -0.550
C 1.285 0.113 -0.355
H -1.168 1.774 2.146
H 0.509 1.340 2.599
H -0.767 1.381 3.845
H -0.251 -0.837 3.148
H -2.951 0.047 2.379
H -2.476 -1.618 2.846
H -2.369 -0.284 4.043
H -0.939 -1.741 1.054
H -1.283 -0.101 0.479
H 1.512 -1.546 2.622
H 3.904 -1.159 2.172
H 4.628 0.158 0.182
H 2.929 1.100 -1.383
```

***

C34H69F3MgN5O10S4 as an isolated structure in a non-equilibrium geometry. Source: OMol25; level of theory: ωB97M-V with the def2-TZVPD basis set.

Output
Charge: +1
Frontier orbital gap, eV: 3.27
Max |F|, eV/A: 6.0
E, eV: -121221.815
ΔE to the lowest compared entry with this formula, charge and spin, eV: 12.044
HOMO, eV: -10.545
LUMO, Eh: -0.2672

```
126
C34H69F3MgN5O10S4 | OMol25 | ωB97M-V with the def2-TZVPD basis set
Mg -4.731 -2.666 3.035
C -0.379 -1.068 -0.086
O 0.007 0.218 0.324
O -1.651 -1.159 0.515
C -0.326 -1.363 -1.629
F -0.933 -2.487 -2.021
F -0.819 -0.338 -2.329
F 0.938 -1.517 -1.995
C 1.315 0.636 0.070
C 1.428 2.005 0.703
H 1.166 1.938 1.759
H 2.409 2.448 0.534
H 0.718 2.668 0.209
H 1.495 0.730 -1.001
H 2.043 0.037 0.618
H 0.306 -1.735 0.438
C 5.174 7.705 -0.920
C 5.834 8.277 0.229
N 6.305 8.737 1.180
H 5.899 7.305 -1.629
H 4.569 8.450 -1.435
H 4.482 6.897 -0.683
C 8.112 0.301 -3.067
C 7.601 1.511 -2.408
N 7.204 2.470 -1.883
H 8.964 0.466 -3.726
H 7.257 -0.068 -3.634
H 8.397 -0.439 -2.320
C 2.654 2.709 -5.062
C 1.770 2.618 -6.203
N 1.017 2.498 -7.044
H 3.219 1.792 -4.896
H 2.108 3.034 -4.176
H 3.235 3.619 -5.213
C -2.396 5.418 -4.236
C -1.229 6.259 -4.104
N -0.344 6.992 -3.984
H -2.284 4.447 -3.755
H -2.480 5.262 -5.311
H -3.237 6.050 -3.953
C -4.357 0.323 -6.808
C -5.026 0.499 -8.066
N -5.556 0.676 -9.122
H -3.294 0.285 -7.047
H -4.675 -0.529 -6.208
H -4.468 1.260 -6.261
C -8.067 -5.301 -1.958
S -8.099 -3.745 -0.837
O -7.064 -3.877 0.290
C -7.309 -2.642 -2.076
H -8.307 -6.257 -1.492
H -7.034 -5.402 -2.292
H -8.703 -5.184 -2.835
H -8.037 -2.412 -2.854
H -6.443 -3.162 -2.486
H -6.936 -1.779 -1.526
C -4.892 2.915 1.490
S -5.411 2.384 3.163
O -5.533 0.905 3.117
C -3.845 2.744 3.994
H -5.825 2.943 0.926
H -4.101 2.290 1.075
H -4.456 3.906 1.616
H -3.633 3.813 3.972
H -2.970 2.312 3.509
H -3.850 2.406 5.030
C -3.029 -8.122 0.888
S -3.594 -7.774 2.583
O -3.866 -6.309 2.814
C -5.348 -8.374 2.421
H -3.787 -7.670 0.249
H -2.931 -9.207 0.851
H -2.119 -7.582 0.629
H -5.797 -8.649 3.375
H -5.329 -9.328 1.894
H -5.888 -7.591 1.889
C 0.590 -1.835 5.648
S -0.931 -2.018 6.655
O -1.996 -2.343 5.621
C -0.500 -3.717 7.333
H 0.537 -2.584 4.858
H 1.531 -2.054 6.154
H 0.666 -0.826 5.242
H -0.585 -4.323 6.431
H -1.275 -4.048 8.025
H 0.495 -3.805 7.769
C 6.177 3.895 4.275
C 6.555 2.444 4.475
O 5.713 1.562 4.631
C 8.013 2.132 4.440
H 5.133 4.033 3.995
H 6.858 4.412 3.598
H 6.182 4.309 5.283
H 8.589 2.868 5.001
H 8.270 2.086 3.382
H 8.276 1.163 4.865
C -2.874 -5.396 -7.222
C -3.935 -6.256 -6.592
O -5.104 -5.892 -6.589
C -3.515 -7.553 -5.958
H -2.242 -5.953 -7.913
H -2.227 -5.071 -6.407
H -3.353 -4.575 -7.755
H -4.365 -8.047 -5.486
H -2.811 -7.433 -5.135
H -3.074 -8.245 -6.675
C 6.232 -3.680 2.232
C 7.633 -3.854 2.726
O 8.480 -3.105 2.296
C 7.970 -5.032 3.634
H 5.877 -2.674 2.009
H 5.483 -4.175 2.850
H 6.108 -4.143 1.253
H 8.751 -4.725 4.329
H 8.405 -5.901 3.141
H 7.140 -5.354 4.263
C -0.138 8.546 3.183
C -0.721 9.448 2.120
O -1.650 9.032 1.388
C -0.066 10.774 1.926
H 0.949 8.466 3.157
H -0.540 7.551 2.994
H -0.313 9.095 4.108
H 0.596 10.956 2.772
H -0.823 11.547 1.789
H 0.593 10.876 1.063
```

***

C3H3IN2O as an isolated structure in a non-equilibrium geometry. Source: OMol25; level of theory: ωB97M-V with the def2-TZVPD basis set.

Output
Frontier orbital gap, eV: 8.57
Max |F|, eV/A: 2.2
E, eV: -16285.743
ΔE to the lowest compared entry with this formula, charge and spin, eV: 1.253
HOMO, eV: -9.108
LUMO, Eh: -0.0196

```
10
C3H3IN2O | OMol25 | ωB97M-V with the def2-TZVPD basis set
C 0.362 -0.703 1.811
C -1.090 1.028 -1.578
C -0.912 1.110 -2.859
N 0.532 -1.912 1.742
N 0.188 0.472 2.001
O -1.097 1.012 -0.408
I -0.682 -0.757 -3.795
H 0.138 -2.333 0.902
H -1.150 1.933 -3.434
H 0.717 1.279 1.739
```

***

C31H45BrIrN2P2 as an isolated structure in a non-equilibrium geometry. Source: OMol25; level of theory: ωB97M-V with the def2-TZVPD basis set.

Output
Charge: +4
Frontier orbital gap (alpha / beta), eV: 6.17 / 4.74
Multiplicity: 6
Max |F|, eV/A: 5.4
E, eV: -127268.343
ΔE to the lowest compared entry with this formula, charge and spin, eV: 0.000
HOMO (alpha / beta), eV: -17.593 / -19.259
LUMO (alpha / beta), Eh: -0.4197 / -0.5335

```
82
C31H45BrIrN2P2 | OMol25 | ωB97M-V with the def2-TZVPD basis set
C 0.888 -3.021 -4.483
C -0.448 -2.543 -4.169
C -1.462 -2.801 -5.124
C -1.092 -3.269 -6.388
N 0.170 -3.576 -6.694
C 1.136 -3.499 -5.779
C -0.745 -1.802 -2.962
C 0.141 -1.210 -2.174
C 1.389 -0.463 -2.338
C 2.379 -0.579 -1.355
C 3.323 0.442 -1.312
C 3.106 1.623 -2.040
C 2.155 1.708 -3.060
C 1.322 0.614 -3.238
Ir -1.193 -0.717 -0.989
P -0.588 -1.339 1.047
H -2.526 -2.646 -4.934
H 1.734 -3.082 -3.784
H -1.825 -3.397 -7.198
H 2.129 -3.827 -6.128
H 0.467 0.730 -3.922
H 2.289 -1.381 -0.622
H 2.074 2.585 -3.691
H 4.233 0.269 -0.791
C -0.459 -0.147 2.438
C -1.491 -0.359 3.526
H -0.518 0.835 1.974
H 0.568 -0.228 2.827
H -1.196 0.196 4.421
H -2.490 -0.028 3.235
H -1.573 -1.414 3.812
C -2.144 -2.392 1.028
C -1.917 -3.675 0.250
H -2.924 -1.807 0.498
H -2.409 -2.498 2.087
H -2.901 -4.115 0.056
H -1.457 -3.461 -0.726
H -1.323 -4.435 0.750
C 0.743 -2.563 1.472
C 0.554 -3.181 2.866
H 1.717 -2.026 1.405
H 0.731 -3.339 0.674
H 1.416 -3.830 3.057
H 0.504 -2.416 3.658
H -0.352 -3.801 2.940
Br 4.405 2.940 -2.084
P -2.045 1.180 -0.521
C -3.805 1.329 0.105
C -4.177 2.043 1.434
H -4.114 0.265 0.193
H -4.366 1.744 -0.762
H -4.310 1.315 2.256
H -3.454 2.780 1.783
H -5.133 2.574 1.320
C -1.294 2.596 0.394
C -1.983 3.944 0.009
H -0.224 2.576 0.141
H -1.357 2.429 1.488
H -1.502 4.796 0.528
H -2.004 4.156 -1.073
H -3.037 3.978 0.314
C -1.749 1.721 -2.256
C -3.032 2.046 -3.000
H -1.209 0.914 -2.810
H -1.061 2.570 -2.190
H -2.922 1.984 -4.083
H -3.790 1.325 -2.701
H -3.445 3.007 -2.717
N 2.770 0.664 2.037
C 3.474 1.146 3.107
C 3.709 0.357 4.267
C 4.258 0.943 5.411
C 4.590 2.307 5.426
C 4.441 3.077 4.254
C 3.862 2.512 3.114
H 2.743 -0.331 1.814
H 2.362 1.296 1.347
H 3.422 -0.689 4.252
H 4.403 0.347 6.309
H 4.979 2.779 6.335
H 4.750 4.135 4.241
H 3.714 3.114 2.202
```

***

Q: Which of these has the highest max |F|?
A: C7H9I2N2O